Density functional theory data (the ωB97M-V functional and the def2-TZVPD basis) for C7H18N2P as an isolated structure.

Geometry as XYZ:
```
28
Properties=species:S:1:pos:R:3:forces:R:3:nbo_charge:R:1
C -1.06344 -1.90815 -0.48232 2.24 1.68 -1.07 -0.5937
C -0.11111 0.73139 -0.72046 1.02 2.55 -1.91 0.6324
C 0.18539 1.20158 -2.13938 0.43 -0.63 -1.30 -0.7239
C -2.30671 1.40299 -0.90505 -2.30 0.25 -1.62 -0.4223
C -1.34283 0.83854 1.30219 2.28 0.04 -0.95 -0.4076
C 2.02784 -1.92174 -0.46555 0.95 1.61 0.76 -0.9277
C 1.76094 -0.47888 2.30783 1.62 -2.38 -2.42 -0.8422
N -1.23063 0.94809 -0.15685 0.56 0.03 2.47 -0.3151
N 0.93210 0.36848 0.01231 1.98 -2.33 -1.12 -0.8851
P 0.80904 -1.23612 0.80732 0.43 -0.43 -0.84 1.1424
H -0.40252 -2.37413 -1.28216 -0.68 -0.09 1.19 0.1349
H -1.69791 -2.63626 -0.07010 -0.54 -1.35 1.04 0.1436
H 1.28419 1.34606 -2.35291 -1.10 0.17 0.82 0.2571
H -0.39092 2.04337 -2.59134 0.41 -0.52 0.96 0.2702
H -0.01865 0.36316 -2.82364 -0.30 -0.07 0.19 0.2668
H -3.28392 1.19528 -0.39277 1.03 0.26 -0.52 0.2420
H -2.18161 2.49439 -1.09745 -0.47 -0.76 -0.17 0.2231
H -2.24153 0.76278 -1.81201 -0.83 0.98 0.13 0.2338
H -2.32633 0.91578 1.54038 -2.96 0.11 0.65 0.2283
H -1.01954 -0.17347 1.59500 -0.04 0.79 0.34 0.2241
H -0.84947 1.72780 1.74226 0.27 -0.90 0.08 0.2331
H 1.47367 -1.86677 -1.39634 -0.04 -0.31 -0.09 0.2414
H 2.89927 -1.22167 -0.58439 -0.53 -0.46 0.27 0.2169
H 2.49332 -2.87237 -0.32380 -0.24 -0.84 0.29 0.2721
H 2.40926 0.18463 1.72471 0.13 -0.09 0.60 0.2368
H 1.13836 0.07112 2.91523 -1.59 1.12 1.24 0.2400
H 2.35133 -1.19959 2.88485 -0.27 0.10 -0.17 0.2534
H 1.75435 0.12168 -0.62963 -1.46 1.48 1.15 0.4249
```
Forces are in eV/Å.

Total charge: +1
Calculated total energy (a.u.): -727.95216
ΔE to the lowest compared entry with this formula, charge and spin (eV): 3.198
Strongest force on any atom (Eh/bohr): 0.0731